# 1
Entry from OMol25: a 2-piece molecular cluster, C5H7NO overall (ωB97M-V with the def2-TZVPD basis set).

E: -8834.75633 eV
highest occupied orbital energy: -9.52 eV
maximum force: 4.08 eV/Å
SMILES string: c1ccncc1.O
ΔE to the lowest compared entry with this formula, charge and spin: 139.6 kJ/mol

Geometry (Å):
1 C 1.480 -0.084 2.071
2 C 1.686 -0.970 0.971
3 C 0.857 -0.863 -0.122
4 N -0.174 0.030 -0.119
5 C -0.472 0.722 0.935
6 C 0.408 0.826 2.035
7 H 2.040 0.041 2.994
8 H 2.390 -1.709 0.937
9 H 0.961 -1.482 -0.997
10 H -1.361 1.361 0.960
11 H -0.163 1.244 2.816
12 O -2.378 0.604 -4.364
13 H -3.087 -0.130 -4.692
14 H -2.189 0.411 -3.426

Cartesian forces (eV/Å) of the 3 atoms listed first:
-0.9 1.1 -0.1
-1.6 2.4 0.9
-1.2 1.7 1.1

# 2
Entry from OMol25: C5H7NO as an isolated structure (ωB97M-V with the def2-TZVPD basis set).

E: -8830.74763 eV
highest occupied orbital energy: -9.01 eV
maximum force: 0.41 eV/Å
ΔE to the lowest compared entry with this formula, charge and spin: 526.3 kJ/mol

Geometry (Å):
1 C -1.868 0.071 0.039
2 C -0.378 -0.087 0.041
3 N 0.250 -0.985 1.029
4 C 0.612 0.381 1.029
5 C 1.727 0.605 -0.802
6 C 0.463 0.009 -1.214
7 O 0.152 -0.339 -2.336
8 H -2.148 1.061 -0.332
9 H -2.270 -0.066 1.046
10 H -2.311 -0.677 -0.625
11 H 0.942 -1.624 0.650
12 H 0.487 1.016 1.904
13 H 2.583 -0.075 -0.694
14 H 1.570 0.893 0.481

Cartesian forces (eV/Å) of the 3 atoms listed first:
0.0 0.0 0.0
-0.2 0.1 -0.2
0.1 -0.2 0.0

# 3
Entry from OMol25: C5H7NO as an isolated structure (ωB97M-V with the def2-TZVPD basis set).

E: -8833.23888 eV
highest occupied orbital energy: -9.63 eV
maximum force: 0.46 eV/Å
ΔE to the lowest compared entry with this formula, charge and spin: 286.0 kJ/mol

Geometry (Å):
1 O -0.425 -1.057 -1.788
2 C -0.789 -0.142 -0.791
3 C -0.839 -0.561 0.653
4 C 0.451 -0.248 1.312
5 C 1.426 0.259 0.278
6 C 0.180 0.946 -0.296
7 N -0.519 0.848 1.078
8 H -1.134 -1.080 -2.442
9 H -1.733 0.360 -1.031
10 H -1.593 -1.181 1.131
11 H 0.647 -0.582 2.326
12 H 1.966 -0.460 -0.343
13 H 2.113 0.990 0.718
14 H 0.250 1.908 -0.806

Cartesian forces (eV/Å) of the 3 atoms listed first:
0.0 0.0 -0.3
-0.1 0.3 0.3
-0.3 -0.2 0.1

# 4
Entry from OMol25: an isolated molecule of C5H7NO (ωB97M-V with the def2-TZVPD basis set).

E: -8834.32802 eV
highest occupied orbital energy: -7.38 eV
maximum force: 0.45 eV/Å
SMILES string: C[N@@H+]1C=CC=C1[O-]
ΔE to the lowest compared entry with this formula, charge and spin: 180.9 kJ/mol

Geometry (Å):
1 C 1.330 0.486 0.926
2 N 0.629 0.217 -0.360
3 C -0.543 1.044 -0.612
4 C -1.632 0.260 -0.477
5 C -1.328 -1.116 -0.215
6 C 0.028 -1.345 -0.234
7 O 0.878 -2.199 -0.144
8 H 1.598 -0.482 1.363
9 H 0.631 1.028 1.571
10 H 2.234 1.078 0.762
11 H 1.295 0.207 -1.133
12 H -0.434 2.098 -0.827
13 H -2.645 0.638 -0.559
14 H -2.041 -1.912 -0.061

Cartesian forces (eV/Å) of the 3 atoms listed first:
0.1 0.0 0.1
0.0 -0.1 -0.1
-0.2 -0.1 0.0

# 5
Entry from OMol25: an isolated molecule of C5H7NO (ωB97M-V with the def2-TZVPD basis set).

E: -8827.91657 eV
highest occupied orbital energy (alpha / beta): -7.93 / -8.15 eV
maximum force: 6.24 eV/Å
SMILES string: [H]/N=C1\[C@H]2[C@@H](C)[C@@]12O
ΔE to the lowest compared entry with this formula, charge and spin: 799.5 kJ/mol

Geometry (Å):
1 H 1.828 -0.393 -2.879
2 N 1.590 -0.858 -1.994
3 C 0.940 -0.032 -1.249
4 C 0.940 -0.140 0.235
5 C -0.472 -0.062 0.914
6 C -1.059 1.264 1.256
7 C -0.296 -0.441 -0.508
8 O -0.655 -1.813 -0.769
9 H 1.494 0.718 0.592
10 H -0.740 -0.838 1.621
11 H -0.758 1.561 2.265
12 H -2.152 1.210 1.230
13 H -0.739 2.047 0.561
14 H 0.077 -2.224 -1.274

Cartesian forces (eV/Å) of the 3 atoms listed first:
-0.3 -0.8 -0.2
1.4 1.7 -1.7
-3.0 -1.3 3.0

# 6
Entry from OMol25: an isolated molecule of C5H7NO (ωB97M-V with the def2-TZVPD basis set).

E: -8834.98551 eV
highest occupied orbital energy: -9.81 eV
maximum force: 0.51 eV/Å
SMILES string: [H]/N=C1\OC[C@H]2C[C@@H]12
ΔE to the lowest compared entry with this formula, charge and spin: 117.5 kJ/mol

Geometry (Å):
1 H 2.758 -1.501 0.382
2 N 1.786 -1.758 0.555
3 C 1.007 -0.825 0.211
4 O 1.397 0.329 -0.447
5 C 0.399 1.363 -0.358
6 C -0.797 0.704 0.299
7 C -1.400 -0.371 -0.537
8 C -0.437 -0.746 0.550
9 H 0.162 1.727 -1.370
10 H 0.780 2.229 0.201
11 H -1.355 1.248 1.050
12 H -1.052 -0.467 -1.563
13 H -2.443 -0.608 -0.369
14 H -0.803 -1.323 1.396

Cartesian forces (eV/Å) of the 3 atoms listed first:
-0.1 -0.1 -0.2
-0.2 0.5 -0.1
0.1 0.0 0.1

# 7
Entry from OMol25: an isolated molecule of C5H7NO (ωB97M-V with the def2-TZVPD basis set).

E: -8833.42322 eV
highest occupied orbital energy: -8.78 eV
maximum force: 0.89 eV/Å
SMILES string: C=C=C/C(O)=N/C
ΔE to the lowest compared entry with this formula, charge and spin: 268.2 kJ/mol

Geometry (Å):
1 C -1.479 1.983 -0.957
2 C -0.579 1.155 -1.383
3 C 0.199 0.121 -1.559
4 C 0.466 -0.611 -0.291
5 O 1.424 -1.577 -0.338
6 N -0.090 -0.230 0.775
7 C 0.264 -0.823 2.037
8 H -1.307 2.776 -0.233
9 H -2.421 1.848 -1.460
10 H 0.701 -0.100 -2.498
11 H 1.792 -1.612 -1.230
12 H 1.348 -0.935 2.160
13 H -0.198 -1.811 2.139
14 H -0.120 -0.183 2.838

Cartesian forces (eV/Å) of the 3 atoms listed first:
0.3 0.1 -0.5
-0.1 0.1 -0.1
0.0 0.2 0.1

# 8
Entry from OMol25: an isolated molecule of C5H7NO (ωB97M-V with the def2-TZVPD basis set).

E: -8831.77402 eV
highest occupied orbital energy: -8.20 eV
maximum force: 0.82 eV/Å
ΔE to the lowest compared entry with this formula, charge and spin: 427.3 kJ/mol

Geometry (Å):
1 C 2.748 -0.309 -0.035
2 C 0.413 -0.280 0.236
3 C -0.278 0.813 0.394
4 O -1.517 1.002 -0.174
5 C -2.238 -0.155 -0.133
6 N -3.439 0.155 -0.592
7 C 1.456 -1.056 0.188
8 H 3.600 -0.952 0.168
9 H 2.743 0.485 0.721
10 H 2.834 0.194 -1.000
11 H 0.036 1.593 1.079
12 H -3.684 1.096 -0.878
13 H -4.139 -0.564 -0.615
14 H 1.448 -2.050 0.629

Cartesian forces (eV/Å) of the 3 atoms listed first:
0.4 0.0 -0.1
-0.1 0.0 0.0
0.3 -0.1 0.3

# 9
Entry from OMol25: a 2-piece molecular cluster, C5H7NO overall (ωB97M-V with the def2-TZVPD basis set).

E: -8833.03618 eV
highest occupied orbital energy: -10.25 eV
maximum force: 1.29 eV/Å
ΔE to the lowest compared entry with this formula, charge and spin: 305.5 kJ/mol

Geometry (Å):
1 C -0.842 -0.855 1.142
2 C -0.307 0.473 0.725
3 C 0.845 0.695 0.058
4 C 1.800 -0.366 -0.323
5 O 1.705 -1.527 0.020
6 C -2.067 0.670 -1.626
7 N -0.991 0.764 -2.118
8 H -0.799 -1.583 0.326
9 H -1.864 -0.784 1.522
10 H -0.183 -1.247 1.924
11 H -0.928 1.339 0.959
12 H -0.155 0.733 -1.486
13 H 1.134 1.720 -0.171
14 H 2.652 -0.033 -0.952

Cartesian forces (eV/Å) of the 3 atoms listed first:
0.0 0.0 0.0
0.4 0.0 0.1
0.2 0.0 0.8

# 10
Entry from OMol25: C5H7NO as an isolated structure (ωB97M-V with the def2-TZVPD basis set).

E: -8830.89136 eV
highest occupied orbital energy (alpha / beta): -9.37 / -9.37 eV
maximum force: 2.63 eV/Å
ΔE to the lowest compared entry with this formula, charge and spin: 512.5 kJ/mol

Geometry (Å):
1 C 1.050 -1.349 -0.987
2 C 1.186 -0.301 0.040
3 C -0.376 0.540 0.173
4 C -0.806 1.377 1.325
5 O -0.415 1.917 0.059
6 C -1.389 -0.251 -0.646
7 N -2.560 -0.173 -0.584
8 H -0.501 -1.101 -1.306
9 H 1.023 -2.394 -0.673
10 H 1.512 -1.189 -1.964
11 H 1.357 -0.675 1.056
12 H 1.851 0.527 -0.219
13 H -1.851 1.563 1.598
14 H -0.079 1.510 2.127

Cartesian forces (eV/Å) of the 3 atoms listed first:
-2.5 0.4 -0.5
-2.3 1.3 0.3
1.9 -0.9 0.2

# 11
Entry from OMol25: an isolated molecule of C5H7NO (ωB97M-V with the def2-TZVPD basis set).

E: -8832.59784 eV
highest occupied orbital energy (alpha / beta): -7.35 / -7.35 eV
maximum force: 0.81 eV/Å
ΔE to the lowest compared entry with this formula, charge and spin: 347.8 kJ/mol

Geometry (Å):
1 C -1.320 -1.367 0.164
2 C -0.525 -0.071 0.047
3 C 0.847 -0.160 -0.546
4 C 1.771 0.777 0.146
5 O 1.304 1.537 1.020
6 C -1.199 1.155 -0.157
7 N -1.617 2.248 -0.182
8 H -2.368 -1.158 0.403
9 H -0.933 -2.019 0.958
10 H -1.331 -1.973 -0.760
11 H 0.293 1.155 1.119
12 H 1.277 -1.173 -0.501
13 H 0.976 0.147 -1.605
14 H 2.823 0.903 -0.106

Cartesian forces (eV/Å) of the 3 atoms listed first:
0.0 0.0 0.1
0.0 0.1 0.1
0.1 0.1 0.1

# 12
Entry from OMol25: C5H7NO as an isolated structure (ωB97M-V with the def2-TZVPD basis set).

E: -8827.76197 eV
highest occupied orbital energy (alpha / beta): -8.58 / -8.73 eV
maximum force: 7.14 eV/Å
ΔE to the lowest compared entry with this formula, charge and spin: 814.4 kJ/mol

Geometry (Å):
1 C 1.334 0.512 -1.368
2 C 0.533 -0.468 -0.496
3 C 0.960 -0.766 0.894
4 N 1.531 -0.786 1.913
5 C -0.500 0.239 0.400
6 O 0.093 1.231 1.845
7 C -1.933 -0.094 0.629
8 H 1.374 1.472 -0.861
9 H 2.339 0.171 -1.626
10 H 0.766 0.630 -2.300
11 H 0.466 -1.452 -1.006
12 H -2.568 0.532 1.289
13 H -2.023 -1.096 1.045
14 H -2.373 -0.125 -0.357

Cartesian forces (eV/Å) of the 3 atoms listed first:
-0.1 0.1 0.3
-0.4 0.7 1.2
4.0 -0.6 1.7

# 13
Entry from OMol25: a 2-piece molecular cluster, C5H7NO overall (ωB97M-V with the def2-TZVPD basis set).

E: -8834.12762 eV
highest occupied orbital energy: -9.82 eV
maximum force: 0.86 eV/Å
SMILES string: C#CCC.N=C=O
ΔE to the lowest compared entry with this formula, charge and spin: 200.2 kJ/mol

Geometry (Å):
1 C 0.415 -1.358 -0.863
2 C -0.133 -0.412 -0.360
3 C -0.966 0.650 0.205
4 C -2.421 0.328 -0.162
5 H 0.903 -2.196 -1.305
6 H -0.814 0.707 1.290
7 H -0.647 1.625 -0.186
8 H -3.133 0.903 0.435
9 H -2.595 0.529 -1.223
10 H -2.614 -0.738 -0.005
11 N 3.300 -0.676 0.189
12 C 2.579 0.216 0.605
13 O 1.841 1.041 0.979
14 H 4.284 -0.619 0.401

Cartesian forces (eV/Å) of the 3 atoms listed first:
-0.2 0.3 0.1
0.2 -0.5 -0.3
0.0 0.0 0.0

# 14
Entry from OMol25: an isolated molecule of C5H7NO (ωB97M-V with the def2-TZVPD basis set).

E: -8833.78018 eV
highest occupied orbital energy: -9.39 eV
maximum force: 1.21 eV/Å
SMILES string: C1=N[C@H]2C[C@H]2CO1
ΔE to the lowest compared entry with this formula, charge and spin: 233.7 kJ/mol

Geometry (Å):
1 C 1.670 -0.546 0.405
2 N 0.739 -1.406 0.397
3 C -0.415 -1.053 -0.411
4 C -1.545 -0.306 0.254
5 C -0.603 0.419 -0.668
6 C 0.500 1.175 0.022
7 O 1.745 0.607 -0.378
8 H 2.476 -0.528 1.134
9 H -0.681 -1.788 -1.168
10 H -1.450 -0.097 1.318
11 H -2.561 -0.479 -0.084
12 H -0.918 0.760 -1.649
13 H 0.459 0.917 1.096
14 H 0.517 2.258 -0.043

Cartesian forces (eV/Å) of the 3 atoms listed first:
0.7 -0.6 -0.7
0.3 0.6 0.3
0.1 0.0 -0.2

# 15
Entry from OMol25: an isolated molecule of C5H7NO (ωB97M-V with the def2-TZVPD basis set).

E: -8831.37416 eV
highest occupied orbital energy: -8.83 eV
maximum force: 0.54 eV/Å
ΔE to the lowest compared entry with this formula, charge and spin: 465.9 kJ/mol

Geometry (Å):
1 N 1.330 -1.975 -0.174
2 C 0.768 -0.858 -0.319
3 O 1.381 0.368 -0.388
4 C 0.410 1.416 -0.211
5 C -0.816 0.683 0.362
6 C -0.712 -0.604 -0.510
7 C -0.431 -0.038 1.592
8 H 2.334 -1.852 -0.050
9 H 0.203 1.888 -1.183
10 H 0.833 2.160 0.468
11 H -1.779 1.205 0.310
12 H -0.836 -0.328 -1.562
13 H -1.393 -1.416 -0.255
14 H -1.290 -0.649 1.920

Cartesian forces (eV/Å) of the 3 atoms listed first:
0.0 0.4 -0.2
0.1 -0.4 -0.4
0.1 -0.1 0.0

# 16
Entry from OMol25: an isolated molecule of C5H7NO (ωB97M-V with the def2-TZVPD basis set).

E: -8834.47352 eV
highest occupied orbital energy: -11.15 eV
maximum force: 1.13 eV/Å
SMILES string: CC[C@@]1(C#N)CO1
ΔE to the lowest compared entry with this formula, charge and spin: 166.9 kJ/mol

Geometry (Å):
1 C -1.321 -0.336 1.140
2 C -0.761 -0.580 -0.259
3 C 0.645 -0.039 -0.470
4 C 1.280 -0.461 -1.723
5 N 1.760 -0.783 -2.725
6 C 1.118 1.230 0.100
7 O 1.528 -0.018 0.638
8 H -0.653 -0.738 1.907
9 H -2.292 -0.830 1.240
10 H -1.480 0.730 1.339
11 H -0.750 -1.655 -0.470
12 H -1.408 -0.126 -1.018
13 H 1.889 1.791 -0.425
14 H 0.446 1.814 0.725

Cartesian forces (eV/Å) of the 3 atoms listed first:
0.0 0.1 0.0
0.0 0.0 0.0
-0.2 0.0 -0.1

# 17
Entry from OMol25: a 2-piece molecular cluster, C5H7NO overall (ωB97M-V with the def2-TZVPD basis set).

E: -8832.71712 eV
highest occupied orbital energy: -9.35 eV
maximum force: 0.53 eV/Å
SMILES string: C=C=CC=O.C=N
ΔE to the lowest compared entry with this formula, charge and spin: 336.3 kJ/mol

Geometry (Å):
1 C 1.458 -1.276 -0.754
2 C 1.118 -0.021 -0.870
3 C 0.615 1.186 -0.909
4 C -0.861 1.419 -0.661
5 O -1.728 0.752 -1.182
6 H 1.927 -1.673 0.147
7 H 1.278 -1.960 -1.578
8 H 1.221 2.047 -1.177
9 H -1.098 2.322 -0.075
10 C -0.941 -0.866 1.204
11 N -0.733 0.359 1.441
12 H -1.466 -1.136 0.282
13 H -0.607 -1.681 1.852
14 H -0.182 0.528 2.278

Cartesian forces (eV/Å) of the 3 atoms listed first:
0.1 0.2 -0.1
-0.2 0.0 0.0
0.1 -0.3 -0.2